Entry 1:
{"formula": "C4H7N4", "method": "ωB97M-V/def2-TZVPD", "species": ["N", "C", "C", "N", "N", "C", "C", "N", "H", "H", "H", "H", "H", "H", "H"], "xyz": [[1.047, -1.736, 0.602], [0.120, -0.783, 0.294], [-1.248, -1.068, 0.470], [-2.214, -0.217, 0.260], [-1.845, 0.984, -0.132], [-0.590, 1.381, -0.323], [0.465, 0.518, -0.109], [1.783, 0.903, -0.247], [0.809, -2.667, 0.284], [1.985, -1.519, 0.296], [-1.547, -2.045, 0.824], [-2.607, 1.628, -0.301], [-0.439, 2.402, -0.643], [2.349, 0.333, -0.860], [1.933, 1.885, -0.416]], "total_charge": 1, "homo_lumo_gap_ev": 9.117, "homo_ev": -13.6, "smiles": "Nc1cn[nH+]cc1N"}

---

Entry 2:
{"formula": "C4H7N4", "method": "ωB97M-V/def2-TZVPD", "species": ["C", "C", "C", "C", "N", "N", "N", "N", "H", "H", "H", "H", "H", "H", "H"], "xyz": [[1.290, -1.091, 0.444], [0.469, -1.147, 1.605], [-0.764, 0.414, -0.675], [-0.327, 1.846, -0.825], [-1.064, -0.968, -2.622], [-0.917, -0.530, 1.467], [-1.311, 0.044, 0.526], [-0.986, -0.316, -1.713], [1.954, -0.261, 0.273], [1.264, -1.876, -0.291], [0.200, -2.154, 1.931], [0.841, -0.571, 2.460], [-0.263, 2.309, 0.157], [-1.035, 2.414, -1.429], [0.649, 1.887, -1.306]], "total_charge": 1, "homo_lumo_gap_ev": [7.494, 8.112], "homo_ev": [-14.0, -13.8]}

---

Entry 3:
{"formula": "C4H7N4O2", "method": "ωB97M-V/def2-TZVPD", "species": ["C", "C", "C", "C", "N", "N", "N", "N", "O", "O", "H", "H", "H", "H", "H", "H", "H"], "xyz": [[-1.620, -0.709, -0.207], [-1.816, -1.405, 1.005], [0.189, -0.748, 2.211], [1.223, 1.081, -1.260], [1.096, -1.411, 2.722], [1.396, 1.958, -2.252], [-0.125, 0.606, -1.274], [-0.496, -0.088, -0.294], [1.987, 0.782, -0.414], [-0.946, -1.455, 2.022], [-2.287, -0.904, -1.114], [-2.763, -2.088, 1.127], [0.134, 0.381, 2.034], [0.549, 2.092, -2.861], [2.246, 2.388, -2.541], [-0.707, 0.749, -2.141], [1.938, -1.229, 3.236]], "total_charge": 1, "homo_lumo_gap_ev": 7.531, "homo_ev": -13.7, "smiles": "[H]/N=C/O/C=C\\N=[NH+]\\C(N)=O"}

---

Entry 4:
{"formula": "C4H7N4O2", "method": "ωB97M-V/def2-TZVPD", "species": ["C", "C", "C", "C", "N", "N", "N", "N", "O", "O", "H", "H", "H", "H", "H", "H", "H"], "xyz": [[0.379, 1.402, -0.283], [-1.840, 0.719, 0.300], [0.875, 0.221, 0.068], [-0.027, -0.966, 0.501], [-1.428, -0.355, 0.884], [-0.961, 1.598, -0.155], [-0.188, -1.724, -0.671], [2.285, -0.028, 0.091], [2.988, 0.928, -0.075], [2.680, -1.158, 0.244], [0.968, 2.323, -0.575], [-2.864, 1.123, 0.207], [0.363, -1.490, 1.312], [-2.025, -1.203, 1.011], [-1.366, 2.540, -0.583], [0.034, -2.709, -0.751], [0.128, -1.222, -1.525]], "total_charge": 1, "homo_lumo_gap_ev": 9.388, "homo_ev": -14.4, "smiles": "N[C@@H]1NC=[NH+]C=C1[N+](=O)[O-]"}

---

Entry 5:
{"formula": "C4H7N5", "method": "ωB97M-V/def2-TZVPD", "species": ["N", "C", "C", "N", "N", "C", "C", "N", "N", "H", "H", "H", "H", "H", "H", "H"], "xyz": [[0.269, 0.229, -0.273], [-0.806, 0.086, 0.819], [0.175, -1.254, -0.201], [0.141, 0.845, -1.542], [-1.813, 0.949, 1.103], [1.426, 0.944, 0.795], [0.836, -2.165, -0.900], [-0.809, -1.228, 0.790], [0.873, 1.175, 1.843], [-0.662, 0.452, -2.027], [-0.019, 1.838, -1.390], [-2.635, 0.498, 1.481], [-1.537, 1.782, 1.602], [2.399, 0.931, 0.320], [1.509, -1.867, -1.689], [0.654, -3.215, -0.731]], "homo_lumo_gap_ev": 9.015, "homo_ev": -8.2}

---

Entry 6:
{"formula": "C4H7N5", "method": "ωB97M-V/def2-TZVPD", "species": ["C", "C", "C", "C", "H", "H", "H", "H", "H", "H", "H", "N", "N", "N", "N", "N"], "xyz": [[0.602, 0.544, -0.541], [0.760, 1.636, -1.259], [-1.009, -1.569, 0.339], [-0.997, -0.762, 1.696], [1.369, -1.138, -0.892], [3.172, 0.744, -0.409], [1.839, 2.067, -1.498], [-1.582, -2.569, 0.485], [-0.154, -1.714, -0.486], [-1.700, -1.140, 2.459], [-0.036, -0.501, 1.935], [1.718, -0.054, 0.028], [-0.382, 2.437, -1.293], [-1.245, 1.788, -0.664], [-0.776, 0.631, -0.329], [-1.579, -0.400, 0.429]], "homo_lumo_gap_ev": 7.684, "homo_ev": -9.2}

---

In eV/Å, the maximum force values for the records above are, in order, 1.11; 2.75; 5.71; 4.70; 1.87; 7.88.
In kcal/mol, the energy relative to the best compared isomer or geometry (same formula, charge and spin) values for the records above are, in order, 0.0; 141.0; 23.9; 35.9; 145.9; 302.9.